Computed, not measured: the molecule C3H3NO2S at a distorted geometry, with the ωB97M-V functional and the def2-TZVPD basis.

Values from the calculation:
orbital gap: 9.568 eV
spin multiplicity: 1
calculated total energy: -19579.20747 eV
molar mass: 117.1 g/mol
SMILES: Oc1ocnc1S
LUMO: 0.5622 eV
highest occupied orbital energy: -9.01 eV

Last column: Löwdin charge in e.
Atoms and positions in Å:
O: -0.165 -1.177 1.684  0.12
C: -0.194 -0.614 0.458  -0.42
O: -1.080 -1.141 -0.393  0.12
C: -0.889 -0.402 -1.532  -0.17
N: 0.008 0.528 -1.439  0.10
C: 0.474 0.402 -0.134  -0.65
S: 1.771 1.333 0.607  0.79
H: 0.522 -0.704 2.167  0.10
H: -1.503 -0.653 -2.376  0.13
H: 1.055 2.427 0.959  -0.12



Computed, not measured: the molecule C3H3NO2S at a distorted geometry, with the ωB97M-V functional and the def2-TZVPD basis.

Values from the calculation:
orbital gap: 8.328 eV
spin multiplicity: 1
calculated total energy: -19577.32108 eV
molar mass: 117.1 g/mol
SMILES: O=CC(C=O)=NS
LUMO: -1.4284 eV
highest occupied orbital energy: -9.76 eV

Last column: Löwdin charge in e.
Atoms and positions in Å:
O: 0.753 1.953 -0.125  0.01
C: -0.159 1.199 0.111  -0.17
C: -0.035 -0.353 0.064  -0.35
C: -1.333 -0.996 -0.067  -0.17
O: -2.443 -0.381 -0.265  -0.01
N: 0.985 -1.138 0.136  -0.30
S: 2.565 -0.561 -0.134  0.79
H: -1.281 1.529 0.519  0.18
H: -1.363 -2.059 0.125  0.12
H: 2.310 0.805 -0.363  -0.09



Please write out number 1 again, unchanged.
Computed, not measured: the molecule C3H3NO2S at a distorted geometry, with the ωB97M-V functional and the def2-TZVPD basis.

Values from the calculation:
orbital gap: 9.568 eV
spin multiplicity: 1
calculated total energy: -19579.20747 eV
molar mass: 117.1 g/mol
SMILES: Oc1ocnc1S
LUMO: 0.5622 eV
highest occupied orbital energy: -9.01 eV

Last column: Löwdin charge in e.
Atoms and positions in Å:
O: -0.165 -1.177 1.684  0.12
C: -0.194 -0.614 0.458  -0.42
O: -1.080 -1.141 -0.393  0.12
C: -0.889 -0.402 -1.532  -0.17
N: 0.008 0.528 -1.439  0.10
C: 0.474 0.402 -0.134  -0.65
S: 1.771 1.333 0.607  0.79
H: 0.522 -0.704 2.167  0.10
H: -1.503 -0.653 -2.376  0.13
H: 1.055 2.427 0.959  -0.12



Question: Which value of molar mass does entry 1 give?
Answer: 117.1 g/mol